# 1
# C34H48EuN3P

C34H48EuN3P as an isolated structure at a distorted geometry (the ωB97M-V functional and the def2-TZVPD basis, the OMol25 dataset).

Cartesian coordinates (Å):
1 Eu 1.0796 0.9212 -0.1171
2 N 3.1446 0.9672 3.5245
3 N 1.6238 1.8346 -2.5183
4 C -2.0586 0.8213 0.9521
5 C -1.3175 1.9739 1.3262
6 C -0.7607 1.7392 2.6386
7 C -0.1275 2.6918 3.4654
8 H -0.3232 3.7381 3.2263
9 H 1.5011 2.8750 3.2479
10 H -0.0508 2.4147 4.5189
11 C -0.9936 0.3561 2.9416
12 C -0.4759 -0.3358 4.1414
13 H -1.1664 -0.2428 4.9956
14 H 0.4991 0.0763 4.4332
15 H -0.3393 -1.4089 3.9417
16 C -1.8534 -0.1730 1.9559
17 C -2.4712 -1.5166 2.0230
18 H -1.7297 -2.3079 1.8585
19 H -3.2580 -1.6272 1.2755
20 H -2.9145 -1.6800 3.0129
21 C -1.2260 3.2501 0.5781
22 H -2.0553 3.9348 0.8196
23 H -1.2765 3.0633 -0.5061
24 H -0.2922 3.7893 0.7929
25 C -3.0107 0.7421 -0.1855
26 H -3.0623 -0.2787 -0.5785
27 H -2.7244 1.4104 -1.0071
28 H -4.0334 1.0302 0.1150
29 C 4.1904 0.1905 3.7415
30 H 4.2907 -0.2391 4.7722
31 C 5.0918 -0.0910 2.6682
32 H 5.8979 -0.7993 2.8842
33 C 4.8590 0.3972 1.3580
34 H 5.4117 0.0098 0.4848
35 C 3.8556 1.3538 1.1922
36 H 3.6017 1.8346 0.2360
37 C 3.0847 1.7211 2.3758
38 C 2.1848 2.7602 2.3642
39 H 2.1220 3.4088 1.5067
40 C 0.6098 1.0106 -2.7693
41 C 1.4311 3.0143 -3.2789
42 H 1.9524 3.9606 -3.0927
43 C 0.3971 2.7737 -4.1180
44 H 0.0851 3.2783 -5.0017
45 N -0.2689 1.6385 -3.6329
46 C -1.6079 1.2727 -3.8946
47 C -2.5833 2.2185 -4.2857
48 C -3.8654 1.7691 -4.6241
49 H -4.6195 2.4759 -4.9765
50 C -4.2318 0.4341 -4.4542
51 C -5.5911 -0.0366 -4.8919
52 H -5.9190 -0.8988 -4.3088
53 H -5.6081 -0.3225 -5.9487
54 H -6.3151 0.7697 -4.7663
55 C -3.3084 -0.4296 -3.8539
56 H -3.6013 -1.4367 -3.5606
57 C -1.9907 -0.0374 -3.5708
58 C -1.1190 -0.9723 -2.8236
59 H -0.0254 -0.6708 -2.7922
60 H -1.2052 -1.9737 -3.2634
61 H -1.4696 -1.0531 -1.7831
62 C -2.4204 3.6962 -4.1518
63 H -1.6721 4.1213 -4.8372
64 H -2.1511 3.9854 -3.1210
65 H -3.4012 4.1557 -4.3497
66 C 2.7174 -2.6468 3.5250
67 C 2.9194 -2.5686 2.0191
68 P 1.3876 -2.2505 1.0450
69 C 2.1167 -2.2126 -0.6588
70 C 3.1314 -3.3005 -1.0383
71 C 0.6429 -3.9483 1.1300
72 C 0.1880 -4.4886 2.4871
73 H 3.6956 -2.7887 4.0002
74 H 2.2874 -1.7206 3.9244
75 H 2.0836 -3.4857 3.8174
76 H 3.5853 -1.7265 1.7964
77 H 3.3995 -3.4859 1.6517
78 H 1.2767 -2.2483 -1.3684
79 H 2.6105 -1.2295 -0.7739
80 H 2.9441 -4.2683 -0.5578
81 H 3.0842 -3.4609 -2.1238
82 H 4.1621 -2.9964 -0.8112
83 H -0.2207 -3.9144 0.4482
84 H 1.3830 -4.6369 0.6979
85 H 1.0324 -4.8202 3.1006
86 H -0.4104 -3.7733 3.0673
87 H -0.4346 -5.3769 2.3175

Force components x, y, z for each atom (eV/Å):
Eu -0.637 0.190 1.248
N 0.641 -0.539 1.470
N -0.139 1.644 0.232
C 0.906 0.088 0.360
C 0.198 -0.751 0.412
C 0.295 -0.482 -0.761
C -2.590 -0.294 0.653
H 0.329 -0.104 0.207
H 1.334 0.153 -1.196
H 0.302 0.302 -0.176
C -0.634 0.592 -0.802
C 0.072 -0.309 0.408
H 0.163 -0.081 0.014
H -0.157 -0.104 0.018
H -0.011 0.136 0.116
C 0.737 0.907 0.149
C -0.051 -0.311 0.026
H -0.098 -0.115 0.004
H -0.040 -0.104 -0.008
H -0.026 -0.140 -0.108
C -0.316 0.487 -0.221
H 0.134 0.099 -0.135
H 0.016 0.197 0.033
H -0.132 -0.062 -0.046
C -0.332 -0.083 -0.233
H -0.145 0.148 -0.109
H -0.052 -0.144 0.009
H 0.157 -0.057 -0.093
C -0.184 0.665 -1.676
H -0.009 0.169 -1.141
C 0.709 -0.751 0.756
H -0.152 0.226 -0.327
C -0.662 0.517 0.403
H -0.082 0.297 0.606
C 0.181 -1.252 0.244
H 0.487 -0.123 0.223
C -0.952 0.869 -0.886
C 0.751 -0.540 0.287
H -0.074 0.419 -0.244
C 0.152 0.857 1.896
C 0.550 -0.842 -0.067
H 0.237 -0.747 -0.516
C -0.789 0.554 0.816
H -0.328 0.438 -0.060
N 1.396 0.216 -1.063
C -0.175 -0.330 0.176
C -0.308 -0.563 0.108
C 0.370 -0.542 0.202
H 0.263 -0.064 0.127
C 0.437 -0.236 0.034
C -0.067 0.037 0.124
H -0.026 0.036 -0.019
H 0.099 0.004 0.075
H -0.112 -0.075 0.010
C 0.119 0.446 -0.201
H -0.036 0.104 -0.179
C -0.994 0.496 -0.380
C 1.047 -1.645 -0.108
H -1.831 -0.611 -0.124
H -0.225 -0.079 0.080
H 0.172 0.117 -0.099
C 0.071 0.844 -0.207
H -0.446 0.052 0.327
H 0.122 -0.195 -0.386
H 0.406 0.000 -0.041
C 0.136 0.089 0.309
C -0.066 0.209 -0.257
P 0.268 0.008 0.689
C -0.019 -0.412 -0.128
C 0.259 0.051 -0.442
C -0.160 0.105 -0.717
C -0.136 -0.212 0.114
H -0.143 0.057 0.020
H 0.031 -0.197 -0.133
H 0.151 0.249 0.039
H 0.008 -0.183 0.070
H -0.053 0.104 0.007
H 0.099 0.179 0.152
H -0.137 -0.257 -0.035
H 0.002 0.253 -0.073
H 0.098 -0.049 0.208
H -0.295 -0.105 0.104
H 0.162 -0.127 0.094
H -0.258 0.017 0.047
H -0.246 0.108 -0.184
H 0.216 -0.093 -0.174
H 0.042 0.175 0.046

Calculated values
Relative energy (zero: lowest compared OMol25 entry of this formula, charge and spin): 0.0 kJ/mol
Net charge: -1
Highest occupied orbital energy (spin up / spin down): -2.0118 / -2.8280 eV
<S²>: 12.0260
DFT total energy: -2540.0708 Ha
2S+1: 7

Mulliken population analysis, charges in e, atoms 1 to 4: 0.9745, -0.3532, -0.5389, 1.2747



# 2
# C34H48IrNP2

C34H48IrNP2 as an isolated structure at a distorted geometry (the ωB97M-V functional and the def2-TZVPD basis, the OMol25 dataset).

Cartesian coordinates (Å):
1 Ir -0.0477 -0.1504 0.0685
2 C 2.3495 -2.7328 -1.1877
3 C 1.2302 -3.4358 -0.4208
4 C 1.0139 -4.8503 -0.9587
5 P -0.2910 -2.3987 -0.4424
6 C -1.5627 -3.2734 0.5356
7 C -2.9123 -2.5713 0.4027
8 C -1.1239 -3.3485 1.9993
9 C -0.8535 -2.3175 -2.1621
10 C -1.4002 -3.3737 -2.8823
11 C -1.8000 -3.1940 -4.1960
12 C -1.6501 -1.9425 -4.7786
13 C -1.1239 -0.8703 -4.0761
14 C -0.7307 -1.0404 -2.7469
15 N -0.2764 -0.0055 -1.9100
16 C -0.0677 1.3231 -2.3693
17 C 0.6556 1.6063 -3.5230
18 C 0.8387 2.9248 -3.9129
19 C 0.3200 3.9678 -3.1601
20 C -0.3788 3.6917 -1.9935
21 C -0.5595 2.3788 -1.5784
22 P -1.4308 1.7867 -0.0936
23 C -3.1855 1.7098 -0.6523
24 C -3.3424 0.7490 -1.8296
25 C -4.1610 1.3479 0.4680
26 C -1.3094 3.0328 1.2548
27 C -1.6579 2.3899 2.6018
28 C -2.1271 4.3133 1.0625
29 H 3.2833 -3.2812 -1.0578
30 H 2.5030 -1.7069 -0.8491
31 H 2.1223 -2.7060 -2.2559
32 H 1.5033 -3.4982 0.6355
33 H 0.7097 -4.8307 -2.0056
34 H 0.2737 -5.4126 -0.3882
35 H 1.9534 -5.4021 -0.9038
36 H -1.6298 -4.2836 0.1205
37 H -2.8235 -1.5233 0.6964
38 H -3.6416 -3.0434 1.0623
39 H -3.2982 -2.6100 -0.6165
40 H -0.9325 -2.3473 2.3951
41 H -0.2223 -3.9473 2.1353
42 H -1.9142 -3.7996 2.6000
43 H -1.5337 -4.3386 -2.4084
44 H -2.2276 -4.0134 -4.7562
45 H -1.9680 -1.7872 -5.8017
46 H -1.0580 0.0951 -4.5546
47 H 1.0838 0.7995 -4.1020
48 H 1.4001 3.1371 -4.8133
49 H 0.4700 4.9919 -3.4727
50 H -0.7720 4.5097 -1.4071
51 H -3.3729 2.7317 -0.9994
52 H -3.0606 -0.2682 -1.5528
53 H -2.7422 1.0458 -2.6889
54 H -4.3884 0.7360 -2.1389
55 H -3.8746 0.4182 0.9634
56 H -5.1546 1.2020 0.0429
57 H -4.2391 2.1238 1.2263
58 H -0.2396 3.2721 1.2462
59 H -2.7313 2.2385 2.7008
60 H -1.3460 3.0513 3.4114
61 H -1.1703 1.4279 2.7383
62 H -3.1627 4.1037 0.7941
63 H -1.7113 4.9769 0.3078
64 H -2.1458 4.8670 2.0021
65 C 2.5029 -1.4399 2.3294
66 C 2.1639 0.0561 2.3749
67 C 1.2493 0.2790 3.5895
68 C 1.4496 0.3932 1.0726
69 C 3.4017 0.9389 2.5234
70 C 4.6848 0.4335 2.6912
71 C 5.7699 1.2897 2.8440
72 C 5.5895 2.6619 2.8245
73 C 4.3131 3.1810 2.6504
74 C 3.2355 2.3246 2.5050
75 H 1.5883 -2.0070 2.1612
76 H 2.9318 -1.7461 3.2842
77 H 3.2095 -1.6829 1.5343
78 H 0.3537 -0.3411 3.5089
79 H 0.9487 1.3204 3.6833
80 H 1.7895 0.0005 4.4949
81 H 2.0057 1.1291 0.4700
82 H 4.8587 -0.6336 2.7052
83 H 6.7598 0.8750 2.9815
84 H 6.4361 3.3253 2.9405
85 H 4.1586 4.2520 2.6334
86 H 2.2426 2.7452 2.3733

Force components x, y, z for each atom (eV/Å):
Ir 0.064 0.686 -0.347
C -0.024 0.032 -0.032
C -0.054 -0.099 -0.081
C 0.006 -0.023 0.033
P 0.545 0.080 -0.087
C 0.000 0.064 0.088
C -0.023 -0.002 -0.047
C 0.045 -0.033 0.009
C -0.027 0.268 0.026
C 0.104 -0.015 0.066
C 0.014 0.026 -0.044
C -0.046 -0.032 -0.043
C -0.029 -0.046 0.085
C 0.368 -0.166 0.175
N -0.596 0.151 -0.010
C -0.052 -0.161 -0.075
C -0.030 0.049 0.051
C 0.012 0.011 -0.028
C 0.030 0.003 -0.024
C 0.048 -0.034 0.072
C -0.179 -0.104 -0.137
P 0.465 0.338 -0.101
C -0.003 -0.276 0.120
C -0.022 0.051 -0.036
C 0.011 0.029 0.023
C -0.051 0.038 -0.010
C 0.008 -0.010 -0.006
C 0.025 0.041 -0.048
H 0.000 -0.007 -0.019
H -0.003 -0.033 0.011
H 0.000 0.006 0.000
H 0.009 0.027 -0.008
H 0.016 0.000 -0.002
H -0.016 0.013 -0.003
H -0.002 -0.002 0.011
H -0.039 0.003 0.012
H 0.001 -0.009 0.028
H -0.005 -0.019 -0.019
H 0.019 0.008 -0.001
H -0.025 0.007 -0.002
H 0.004 0.006 -0.007
H 0.003 -0.015 -0.007
H 0.015 -0.010 -0.010
H -0.020 0.004 0.009
H 0.006 -0.010 -0.001
H 0.005 0.016 0.007
H -0.002 -0.007 -0.003
H 0.008 0.007 0.010
H -0.012 0.001 0.002
H 0.005 -0.001 -0.005
H -0.058 -0.013 -0.003
H -0.037 0.007 0.011
H -0.008 -0.002 0.019
H 0.001 0.019 -0.015
H 0.001 0.002 -0.013
H -0.005 0.005 0.007
H 0.003 0.017 0.004
H -0.009 0.022 0.042
H -0.014 0.015 0.016
H 0.013 -0.002 -0.007
H 0.063 -0.072 -0.005
H -0.008 -0.010 0.038
H -0.018 -0.026 -0.023
H 0.020 0.009 -0.005
C 0.035 -0.029 -0.057
C 0.031 0.101 -0.147
C -0.103 -0.040 -0.034
C -0.405 -0.702 0.749
C -0.028 0.046 0.009
C -0.012 -0.007 -0.002
C -0.005 -0.009 0.003
C 0.012 0.014 -0.010
C 0.004 -0.019 0.001
C -0.006 0.017 -0.028
H -0.009 0.023 0.085
H 0.028 -0.016 -0.014
H -0.023 0.015 -0.007
H -0.020 0.010 -0.002
H -0.018 0.027 0.006
H -0.013 0.008 0.009
H 0.011 -0.252 -0.253
H -0.001 -0.002 0.020
H 0.002 0.003 -0.013
H -0.002 -0.002 0.010
H 0.002 -0.001 -0.004
H 0.000 -0.006 0.015

Calculated values
Relative energy (zero: lowest compared OMol25 entry of this formula, charge and spin): 53.1 kJ/mol
Net charge: +1
Highest occupied orbital energy (spin up / spin down): -10.0051 / -10.2213 eV
<S²>: 0.7583
DFT total energy: -2165.9576 Ha
2S+1: 2

Mulliken population analysis, charges in e, atoms 1 to 4: 1.7111, -1.6335, 1.1854, -1.6145



# 3
# C34H49BMnN4O2P

C34H49BMnN4O2P as an isolated structure at a distorted geometry (the ωB97M-V functional and the def2-TZVPD basis, the OMol25 dataset).

Cartesian coordinates (Å):
1 Mn -0.2498 0.7946 0.4703
2 N 7.6312 -1.1698 6.6660
3 C 6.7320 -1.0060 5.9700
4 C 5.5971 -0.7963 5.0909
5 C 4.7799 0.3142 5.2708
6 C 3.6980 0.5111 4.4297
7 C 3.4384 -0.3858 3.3963
8 C 4.2596 -1.4978 3.2266
9 C 5.3334 -1.7084 4.0747
10 C 2.2841 -0.1428 2.4873
11 C 2.5414 -0.0128 1.1202
12 C 3.7776 -0.1368 0.4446
13 C 3.5256 -0.0191 -0.9102
14 C 2.1450 0.2049 -1.0278
15 N 1.5529 0.2183 0.1688
16 C 1.0130 -0.0859 3.0556
17 C 0.6229 -0.4168 4.3775
18 C -0.7541 -0.3553 4.4277
19 C -1.1731 0.0165 3.1354
20 N -0.1327 0.1860 2.3202
21 H 4.9925 1.0152 6.0669
22 H 3.0562 1.3735 4.5627
23 H 4.0408 -2.2149 2.4449
24 H 5.9656 -2.5779 3.9541
25 H 4.7372 -0.2975 0.9128
26 H 4.2365 -0.0756 -1.7199
27 H 1.5697 0.3868 -1.9236
28 H 1.2931 -0.6926 5.1776
29 H -1.3937 -0.5612 5.2716
30 H -2.1827 0.1760 2.7814
31 C 0.3108 3.4064 -2.6194
32 C 0.7953 4.3558 -1.5059
33 C 0.7374 5.8118 -1.9973
34 C 2.2633 3.9854 -1.2283
35 P -0.1780 4.0668 0.0488
36 N -0.2796 2.4688 0.3242
37 C -1.9086 4.7529 -0.0669
38 C -2.4933 4.4859 -1.4674
39 C -2.8273 4.0200 0.9319
40 C -1.9488 6.2654 0.2022
41 C 0.6972 4.6730 1.5927
42 C -0.2995 4.5628 2.7631
43 C 1.8872 3.7524 1.9466
44 C 1.2007 6.1192 1.4904
45 H 1.0685 3.4210 -3.4076
46 H -0.6315 3.7067 -3.0648
47 H 0.2152 2.3788 -2.2710
48 H 1.4018 5.8983 -2.8615
49 H 1.0826 6.5288 -1.2541
50 H -0.2542 6.1123 -2.3262
51 H 2.7811 3.9711 -2.1905
52 H 2.3744 2.9970 -0.7786
53 H 2.7676 4.7175 -0.6025
54 H -2.4761 3.4303 -1.7397
55 H -2.0100 5.0629 -2.2494
56 H -3.5395 4.8015 -1.4369
57 H -2.6638 2.9432 0.9343
58 H -3.8600 4.2024 0.6227
59 H -2.7206 4.3830 1.9512
60 H -1.2849 6.8322 -0.4493
61 H -1.7198 6.5191 1.2353
62 H -2.9674 6.6092 0.0027
63 H -0.7381 3.5680 2.8486
64 H -1.0996 5.2978 2.7094
65 H 0.2584 4.7597 3.6815
66 H 1.6656 2.6942 1.8255
67 H 2.1155 3.9230 3.0023
68 H 2.7847 3.9815 1.3812
69 H 0.4174 6.8436 1.2803
70 H 1.9870 6.2348 0.7471
71 H 1.6370 6.3830 2.4585
72 C -4.3014 -0.6208 0.4992
73 C -3.4089 -0.7751 -0.7136
74 C -3.3546 -2.2237 -1.1447
75 O -2.0391 -0.4134 -0.2819
76 B -1.5889 0.6621 -1.0303
77 O -2.4730 1.1104 -1.9389
78 C -3.6839 0.2625 -1.8869
79 C -4.8373 1.2066 -1.6252
80 C -3.8195 -0.3752 -3.2538
81 H -3.9584 -1.3033 1.2779
82 H -5.3349 -0.8761 0.2581
83 H -4.2830 0.3951 0.8946
84 H -3.1073 -2.8433 -0.2831
85 H -2.6031 -2.3934 -1.9123
86 H -4.3234 -2.5478 -1.5293
87 H -4.6996 1.7697 -0.7020
88 H -5.7804 0.6610 -1.5658
89 H -4.9091 1.9164 -2.4503
90 H -2.9400 -0.9613 -3.5161
91 H -3.9377 0.4124 -3.9985
92 H -4.6970 -1.0215 -3.3020

Force components x, y, z for each atom (eV/Å):
Mn 0.479 2.058 0.399
N -0.063 0.013 -0.051
C -0.257 0.046 -0.181
C 0.356 -0.069 0.261
C -0.062 0.073 0.017
C 0.046 0.029 0.016
C -0.131 0.003 -0.092
C -0.001 -0.073 0.039
C -0.032 -0.048 -0.068
C 0.179 -0.072 0.184
C 0.017 0.085 -0.103
C 0.109 -0.009 -0.002
C -0.078 0.033 0.016
C 0.187 0.076 -0.066
N -0.260 -0.210 -0.194
C -0.091 -0.014 -0.018
C 0.050 -0.014 0.101
C -0.011 0.025 -0.076
C 0.044 0.130 0.121
N -0.106 -0.472 -0.233
H 0.001 -0.014 -0.018
H 0.025 -0.022 0.000
H 0.015 0.044 0.016
H -0.009 0.020 0.004
H -0.081 0.010 -0.037
H -0.051 -0.002 0.053
H 0.010 -0.027 -0.007
H -0.042 0.013 -0.046
H 0.041 0.015 -0.052
H 0.008 -0.031 0.008
C 0.059 0.054 -0.051
C 0.116 0.022 -0.082
C 0.065 -0.070 -0.057
C 0.029 0.013 -0.030
P 0.325 -0.216 0.323
N -0.523 -0.987 -0.320
C -0.119 -0.097 -0.021
C -0.054 -0.020 0.050
C -0.123 0.122 0.037
C -0.117 -0.006 -0.045
C -0.039 -0.009 0.030
C 0.072 0.086 0.077
C -0.008 0.093 0.044
C 0.082 -0.034 0.122
H -0.068 0.020 0.014
H -0.037 0.008 0.010
H 0.023 0.031 0.045
H -0.024 -0.013 0.032
H 0.014 -0.029 0.048
H -0.039 -0.031 -0.005
H 0.009 0.007 0.059
H -0.059 0.005 -0.015
H -0.007 0.028 0.040
H 0.029 0.035 0.058
H 0.051 0.048 -0.022
H 0.042 -0.002 -0.029
H 0.019 -0.012 -0.066
H 0.046 0.024 0.057
H -0.029 -0.039 -0.072
H 0.004 -0.023 -0.014
H -0.008 -0.023 -0.038
H 0.035 -0.009 0.018
H 0.066 -0.029 -0.037
H 0.068 -0.013 0.013
H -0.046 0.011 -0.019
H -0.088 -0.013 0.005
H 0.039 0.005 -0.068
H 0.013 0.025 -0.072
H -0.038 -0.029 -0.011
H 0.016 -0.031 -0.028
H -0.022 0.004 -0.048
C -0.085 0.035 0.098
C 0.271 0.214 -0.055
C -0.076 -0.136 -0.044
O -0.173 0.084 -0.136
B -0.338 -0.635 0.285
O 0.175 -0.134 -0.037
C 0.212 -0.021 0.065
C -0.139 0.076 0.008
C -0.022 0.005 -0.134
H -0.019 0.020 -0.018
H 0.045 0.007 0.005
H 0.013 -0.027 -0.004
H 0.003 0.004 -0.011
H 0.006 0.013 -0.004
H 0.037 0.002 0.031
H -0.006 -0.015 -0.037
H 0.020 0.020 0.002
H 0.002 -0.023 0.027
H -0.019 0.017 0.007
H 0.011 -0.033 0.012
H 0.020 0.026 0.014

Calculated values
Net charge: +1
Highest occupied orbital energy (spin up / spin down): -10.4281 / -10.4133 eV
<S²>: 0.9662
DFT total energy: -3211.5016 Ha
2S+1: 2

Mulliken population analysis, charges in e, atoms 1 to 4: 0.1523, -0.4828, -0.1674, 0.5635